Here is the molecule C3H3N3O from the OMol25 dataset. Energies are from ωB97M-V/def2-TZVPD.

Computed properties:
E_LUMO, eV: -0.17
HOMO level, eV: -9.41
SMILES string: [H]/N=N/C=C\N=C=O
HOMO-LUMO gap, hartree: 0.3396
F_max, eV Å⁻¹: 0.834
Spin multiplicity: 1

The geometry in XYZ format:
```
10
Properties=species:S:1:pos:R:3:lowdin_charge:R:1
H 1.38 -0.76 -2.27 0.06
N 1.55 -0.85 -1.26 0.08
N 0.46 -0.64 -0.71 -0.08
C 0.51 -0.63 0.69 -0.15
C -0.34 0.18 1.33 -0.12
N -1.31 0.95 0.69 0.12
C -1.49 1.15 -0.50 -0.31
O -1.77 1.47 -1.59 0.18
H 1.30 -1.18 1.20 0.10
H -0.29 0.33 2.40 0.11
```


Here is the molecule C4H8N4 from the OMol25 dataset. Energies are from ωB97M-V/def2-TZVPD.

Computed properties:
E_LUMO, eV: 0.44
HOMO level, eV: -8.55
SMILES string: C1=N\C=N/CCNN/1
HOMO-LUMO gap, hartree: 0.3304
F_max, eV Å⁻¹: 6.188
Spin multiplicity: 1

The geometry in XYZ format:
```
16
Properties=species:S:1:pos:R:3:lowdin_charge:R:1
C 1.32 1.13 -0.08 -0.28
N 0.20 1.81 -0.01 0.02
C -1.18 1.40 -0.04 -0.23
N -2.03 0.38 0.00 0.01
C -1.58 -1.08 -0.14 -0.16
C -0.15 -0.78 0.13 -0.37
N 1.04 -1.29 -0.21 -0.03
N 1.83 -0.09 -0.08 -0.02
H 2.08 1.88 -0.09 0.11
H -1.85 2.21 -0.23 0.09
H -2.20 -1.68 0.59 0.11
H -1.83 -1.52 -1.11 0.11
H -0.05 0.10 -0.53 0.08
H -0.10 -0.44 1.29 0.19
H 1.52 -1.87 0.51 0.14
H 2.98 -0.15 0.01 0.23
```


Here is a cluster of 2 separate species, C29H59N2O9 in total from the OMol25 dataset. Energies are from ωB97M-V/def2-TZVPD.

Computed properties:
E_LUMO, eV: -2.27
HOMO level, eV: -10.82
HOMO-LUMO gap, hartree: 0.3141
F_max, eV Å⁻¹: 0.628
Charge: +1
Spin multiplicity: 1

The geometry in XYZ format:
```
99
Properties=species:S:1:pos:R:3:lowdin_charge:R:1
C 3.13 -3.54 1.80 -0.08
C 2.81 -2.08 1.51 -0.20
C 1.68 -1.87 0.48 -0.08
N 0.42 -1.27 1.07 0.02
C -0.78 -2.17 0.78 -0.12
C -0.66 -3.37 1.70 -0.07
C -1.39 -4.61 1.23 -0.41
C -1.08 -5.09 -0.16 -0.02
N -2.17 -5.30 1.95 0.17
C -2.21 -1.50 0.84 -0.45
C -2.99 -1.93 -0.39 0.05
O -2.83 -1.84 2.05 -0.08
C -3.99 -2.68 2.12 -0.13
C -5.38 -2.06 1.81 -0.29
C -5.38 -0.54 1.73 -0.04
C -6.05 -2.78 0.59 -0.40
C -6.94 -3.93 1.10 -0.06
C -6.86 -1.87 -0.33 -0.07
O -2.16 -0.08 0.76 0.01
C -1.08 0.60 1.37 -0.21
C -1.07 0.43 2.89 -0.14
O -2.31 0.90 3.35 -0.11
O -2.52 0.38 4.67 0.01
C 0.23 0.20 0.70 -0.30
C 1.40 0.99 1.31 -0.10
C 1.23 2.50 1.51 -0.12
C 0.89 3.36 0.31 -0.23
O 2.05 3.51 -0.46 -0.19
C 1.91 4.35 -1.60 -0.07
C 0.07 0.27 -0.83 -0.07
C 1.29 0.67 -1.69 -0.07
C 1.33 -0.07 -3.01 -0.52
O 2.31 -0.62 -3.42 0.14
O 0.18 -0.11 -3.72 0.13
H 3.11 -4.12 0.87 0.08
H 4.13 -3.64 2.20 0.08
H 2.43 -4.00 2.50 0.07
H 3.71 -1.61 1.10 0.12
H 2.61 -1.53 2.43 0.11
H 1.42 -2.82 0.03 0.13
H 2.01 -1.22 -0.32 0.11
H 0.56 -1.30 2.08 0.15
H -0.62 -2.52 -0.23 0.13
H 0.39 -3.66 1.76 0.11
H -0.98 -3.12 2.71 0.13
H -1.54 -6.06 -0.30 0.09
H -1.43 -4.42 -0.94 0.07
H 0.00 -5.22 -0.28 0.09
H -2.30 -4.89 2.88 0.06
H -3.21 -2.99 -0.38 0.09
H -3.91 -1.35 -0.43 0.09
H -2.41 -1.70 -1.28 0.10
H -3.85 -3.58 1.52 0.09
H -3.99 -3.03 3.15 0.13
H -6.01 -2.31 2.67 0.13
H -4.83 -0.10 2.56 0.08
H -6.40 -0.17 1.78 0.09
H -4.95 -0.16 0.80 0.07
H -5.26 -3.25 0.01 0.10
H -7.59 -4.30 0.31 0.08
H -7.58 -3.60 1.92 0.08
H -6.34 -4.77 1.45 0.08
H -6.23 -1.15 -0.87 0.07
H -7.36 -2.47 -1.08 0.08
H -7.62 -1.33 0.23 0.09
H -1.23 1.65 1.14 0.17
H -0.26 0.98 3.36 0.13
H -0.96 -0.63 3.17 0.13
H -3.00 -0.45 4.48 0.10
H 2.32 0.82 0.74 0.12
H 1.60 0.56 2.30 0.12
H 0.54 2.72 2.32 0.12
H 2.21 2.86 1.85 0.13
H 0.08 2.94 -0.30 0.11
H 0.53 4.33 0.67 0.14
H 2.00 3.76 -2.52 0.08
H 2.70 5.10 -1.59 0.09
H 0.95 4.86 -1.61 0.09
H -0.29 -0.70 -1.19 0.12
H -0.76 0.96 -1.03 0.13
H 2.24 0.45 -1.23 0.11
H 1.26 1.74 -1.92 0.11
H -0.48 0.49 -3.36 0.11
C 5.09 3.88 -3.96 -0.11
O 4.95 5.01 -3.11 -0.21
C 5.98 5.12 -2.14 -0.21
C 7.06 6.10 -2.55 -0.21
O 7.75 5.68 -3.70 -0.19
C 7.32 6.30 -4.90 -0.11
H 4.45 4.04 -4.82 0.09
H 6.12 3.77 -4.31 0.09
H 4.79 2.96 -3.45 0.08
H 6.42 4.14 -1.94 0.13
H 5.51 5.47 -1.21 0.12
H 7.78 6.17 -1.73 0.13
H 6.62 7.09 -2.70 0.13
H 7.71 7.32 -4.96 0.09
H 6.23 6.33 -4.97 0.08
H 7.72 5.72 -5.73 0.09
```


Here is a structure of composition C8H10CrO5 from the OMol25 dataset. Energies are from ωB97M-V/def2-TZVPD.

Computed properties:
E_LUMO (alpha / beta), eV: -17.98 / -17.57
HOMO level (alpha / beta), eV: -21.33 / -21.32
HOMO-LUMO gap (alpha / beta), hartree: 0.1231 / 0.1378
F_max, eV Å⁻¹: 10.161
Charge: +3
Spin multiplicity: 4

The geometry in XYZ format:
```
24
Properties=species:S:1:pos:R:3:lowdin_charge:R:1
Cr 0.32 -0.53 -0.73 1.02
O -0.74 5.03 1.23 0.04
C -0.66 4.25 0.40 -0.01
C 2.15 -1.22 -0.11 0.10
O 3.19 -1.69 0.25 0.28
C -1.41 -1.58 -0.03 0.12
O -2.38 -2.10 0.42 0.27
C 0.02 -0.45 -2.71 0.10
O -0.14 -0.52 -3.87 0.31
C -0.18 -1.64 3.36 0.03
C -0.49 -0.22 2.75 -0.19
O 0.45 0.28 1.84 -0.14
C 1.73 0.87 2.34 -0.16
C 1.66 1.89 3.44 0.00
H -0.13 -2.36 2.56 0.08
H -0.98 -1.92 4.08 0.14
H 0.73 -1.62 3.89 0.08
H -1.42 -0.33 2.18 0.11
H -0.76 0.49 3.58 0.19
H 2.45 0.04 2.58 0.17
H 2.12 1.35 1.43 0.13
H 1.36 1.48 4.40 0.11
H 2.65 2.31 3.55 0.12
H 0.96 2.69 3.16 0.11
```